{"formula": "C27H75Br6O28P7", "method": "ωB97M-V/def2-TZVPD", "symbols": ["Br", "C", "C", "Br", "H", "H", "H", "H", "Br", "C", "C", "Br", "H", "H", "H", "H", "Br", "C", "C", "Br", "H", "H", "H", "H", "C", "O", "P", "O", "O", "C", "O", "C", "H", "H", "H", "H", "H", "H", "H", "H", "H", "C", "O", "P", "O", "O", "C", "O", "C", "H", "H", "H", "H", "H", "H", "H", "H", "H", "C", "O", "P", "O", "O", "C", "O", "C", "H", "H", "H", "H", "H", "H", "H", "H", "H", "C", "O", "P", "O", "O", "C", "O", "C", "H", "H", "H", "H", "H", "H", "H", "H", "H", "C", "O", "P", "O", "O", "C", "O", "C", "H", "H", "H", "H", "H", "H", "H", "H", "H", "C", "O", "P", "O", "O", "C", "O", "C", "H", "H", "H", "H", "H", "H", "H", "H", "H", "C", "O", "P", "O", "O", "C", "O", "C", "H", "H", "H", "H", "H", "H", "H", "H", "H"], "positions_angstrom": [[-14.882, -17.503, -2.208], [-14.533, -18.983, -3.461], [-13.225, -18.800, -4.277], [-12.888, -20.501, -5.317], [-15.406, -19.257, -4.053], [-14.409, -19.762, -2.709], [-12.551, -18.592, -3.446], [-13.039, -17.880, -4.833], [-21.569, -12.510, 1.699], [-20.391, -14.107, 1.252], [-20.383, -15.025, 2.429], [-19.211, -16.661, 2.352], [-19.454, -13.673, 0.902], [-20.790, -14.665, 0.405], [-21.407, -15.374, 2.566], [-20.014, -14.574, 3.350], [-18.464, -15.522, -1.120], [-17.202, -14.803, -2.458], [-16.160, -14.101, -1.544], [-14.862, -13.466, -2.963], [-17.736, -14.168, -3.166], [-16.755, -15.608, -3.042], [-15.695, -14.863, -0.919], [-16.505, -13.304, -0.885], [-8.684, -17.646, -1.387], [-9.635, -17.226, -0.455], [-11.163, -17.682, -0.682], [-11.395, -19.171, -0.984], [-11.875, -17.111, 0.651], [-11.636, -17.827, 1.865], [-11.836, -16.650, -1.736], [-11.766, -15.227, -1.603], [-7.956, -18.350, -0.983], [-8.110, -16.777, -1.708], [-9.172, -18.254, -2.148], [-10.566, -17.974, 2.011], [-12.094, -18.812, 1.954], [-11.966, -17.172, 2.671], [-11.257, -14.737, -2.434], [-11.345, -14.858, -0.667], [-12.770, -14.806, -1.566], [-15.461, -11.357, 5.245], [-16.787, -11.604, 4.734], [-17.416, -13.106, 4.489], [-17.138, -14.067, 5.592], [-16.723, -13.431, 2.997], [-15.726, -14.436, 2.802], [-18.977, -12.703, 4.260], [-19.556, -11.728, 5.081], [-15.746, -10.987, 6.230], [-14.909, -10.629, 4.651], [-14.840, -12.238, 5.403], [-14.769, -13.922, 2.888], [-15.768, -14.937, 1.835], [-15.895, -15.337, 3.392], [-18.941, -10.838, 5.214], [-20.188, -12.089, 5.892], [-20.269, -11.240, 4.417], [-19.487, -18.672, -6.758], [-18.460, -19.559, -6.469], [-18.594, -20.446, -5.153], [-17.362, -21.225, -4.854], [-19.987, -21.290, -5.297], [-20.653, -21.632, -4.103], [-18.939, -19.299, -3.962], [-17.995, -18.314, -3.484], [-19.431, -17.831, -6.066], [-20.518, -19.023, -6.711], [-19.250, -18.184, -7.703], [-20.849, -22.693, -4.258], [-21.611, -21.115, -4.035], [-20.021, -21.513, -3.223], [-17.383, -18.800, -2.724], [-18.427, -17.439, -2.998], [-17.348, -17.948, -4.281], [-24.599, -20.263, 2.359], [-23.566, -19.492, 1.687], [-23.820, -17.945, 1.328], [-25.234, -17.671, 0.864], [-23.262, -17.178, 2.687], [-24.281, -17.060, 3.758], [-22.769, -17.455, 0.212], [-21.377, -17.891, 0.016], [-24.136, -21.158, 2.775], [-25.365, -20.612, 1.667], [-25.164, -19.789, 3.162], [-24.427, -16.035, 4.099], [-23.929, -17.366, 4.743], [-25.236, -17.497, 3.465], [-21.116, -18.711, -0.652], [-20.836, -18.014, 0.955], [-20.751, -17.112, -0.421], [-16.954, -18.698, 0.510], [-15.921, -19.607, 0.383], [-16.047, -21.161, -0.035], [-17.380, -21.595, 0.262], [-15.596, -21.343, -1.540], [-15.922, -22.593, -2.211], [-14.942, -21.839, 0.844], [-13.555, -21.727, 0.554], [-17.085, -18.056, -0.361], [-16.582, -17.936, 1.195], [-17.842, -19.092, 1.004], [-15.175, -23.370, -2.049], [-15.824, -22.252, -3.242], [-16.990, -22.778, -2.098], [-13.512, -20.932, -0.191], [-13.058, -22.612, 0.157], [-12.928, -21.229, 1.294], [-21.622, -12.818, -2.793], [-21.179, -12.122, -1.628], [-20.898, -10.546, -1.603], [-20.532, -9.819, -2.864], [-22.234, -9.979, -0.940], [-22.353, -8.828, -0.062], [-19.799, -10.386, -0.420], [-18.576, -11.025, -0.704], [-22.545, -13.317, -2.497], [-20.854, -13.484, -3.187], [-22.073, -12.290, -3.634], [-23.143, -8.126, -0.328], [-21.554, -8.220, 0.361], [-22.778, -9.328, 0.809], [-17.746, -10.473, -0.264], [-18.284, -11.298, -1.718], [-18.517, -11.992, -0.204], [-15.327, -13.904, -6.319], [-16.304, -14.458, -5.583], [-17.813, -14.027, -5.951], [-18.840, -14.672, -5.139], [-17.775, -12.394, -5.945], [-18.828, -11.640, -5.384], [-17.966, -14.338, -7.556], [-17.959, -15.575, -8.212], [-14.548, -13.466, -5.696], [-15.484, -13.243, -7.172], [-14.907, -14.739, -6.880], [-19.631, -12.329, -5.121], [-19.225, -10.925, -6.103], [-18.584, -11.175, -4.429], [-18.674, -15.874, -8.979], [-18.004, -16.341, -7.438], [-17.007, -15.650, -8.738]], "forces_ev_per_angstrom": [[0.059, -0.414, -0.496], [0.755, -0.006, -1.586], [0.016, -0.089, 1.618], [-0.314, 1.756, 1.129], [-0.456, 0.375, 0.260], [0.026, -0.412, 0.343], [1.043, -1.086, -0.257], [-0.983, -0.381, -0.814], [0.710, -1.349, -0.248], [-0.014, 0.417, -0.656], [0.003, -0.054, 1.211], [-0.203, 0.960, -0.171], [-0.002, -0.037, 0.604], [-0.518, 0.511, -0.081], [0.226, -0.366, 0.146], [-0.210, 0.104, -0.283], [0.156, -0.025, -0.615], [-0.013, 0.755, 1.710], [-0.023, -0.840, -1.975], [-0.182, 0.041, 1.361], [-0.044, -0.006, 0.398], [-0.032, -0.152, 0.185], [0.379, 0.209, -0.125], [-0.059, 0.164, -0.574], [1.230, -0.986, -0.885], [-2.143, -0.082, 0.859], [-0.802, -1.378, 0.482], [0.417, 4.030, 0.264], [0.390, -0.960, -1.089], [0.729, 0.229, 1.048], [0.765, -1.063, 0.164], [-0.393, 1.066, 0.548], [-0.101, 0.107, 0.661], [-0.343, -0.099, -0.472], [0.180, 0.521, -0.623], [0.112, 0.049, -0.085], [-0.397, 0.201, -0.477], [-0.173, -0.176, -0.084], [0.163, -0.512, -0.090], [0.480, -0.562, 0.038], [-0.215, -0.399, -0.296], [-0.804, -0.181, 1.133], [-0.612, -1.624, -1.126], [1.608, 1.208, 0.520], [-0.294, 0.818, -1.823], [-1.962, -0.058, 1.289], [-0.154, -0.491, 0.102], [2.806, -1.684, -0.665], [-1.857, 2.259, -1.043], [0.967, 0.409, 0.111], [-0.421, 0.003, -0.098], [-0.263, -0.263, -0.277], [0.165, -0.573, 0.337], [-0.456, 0.894, -0.724], [0.360, 0.505, 1.031], [0.597, -0.666, 1.007], [0.878, -0.281, 0.343], [-0.562, -0.279, -0.197], [-0.722, 2.629, -0.293], [0.404, -2.026, 0.760], [0.299, 0.397, 1.564], [-1.351, 0.976, -0.356], [2.662, 2.598, -0.643], [-0.625, -1.465, 0.409], [-0.207, -0.708, -1.173], [0.434, -1.086, -0.193], [-0.133, 0.052, 0.376], [0.265, -0.596, -0.226], [-0.280, -0.595, -0.292], [-0.234, -0.049, 0.518], [0.249, 0.229, 0.145], [-0.234, 0.158, 0.033], [0.122, -0.119, 0.016], [-0.843, -0.397, -0.338], [0.015, -0.040, -0.289], [-0.335, -0.724, -0.294], [-0.217, 0.494, 0.029], [-1.759, 0.719, -0.273], [2.882, -0.325, 1.389], [-1.722, -0.337, -0.373], [0.489, 0.695, 0.395], [1.041, -1.363, 0.161], [0.754, 0.636, 0.799], [0.313, 0.253, -0.073], [0.220, 0.237, -0.380], [0.541, 0.614, -0.023], [-0.188, 0.616, -1.314], [0.462, -1.451, -0.457], [0.214, 0.040, 0.106], [-1.327, -0.549, 0.103], [-0.717, -0.524, 0.140], [-0.877, 0.818, -0.205], [-0.349, 1.891, 1.116], [2.183, -1.243, -1.399], [0.143, 0.742, 0.859], [-1.827, -1.014, 0.174], [0.469, 0.756, 0.664], [-0.090, 1.274, -1.695], [0.368, -0.735, 0.734], [0.596, 1.982, -1.402], [-0.720, -0.734, -0.534], [0.126, -0.050, 0.483], [-0.149, -0.264, -0.707], [-0.442, -0.031, 0.593], [-0.013, -0.532, -0.205], [0.340, -0.608, 0.515], [0.539, -0.285, -0.681], [-0.535, -0.201, 0.278], [-0.559, -0.681, 0.959], [-1.384, -0.677, -0.387], [0.580, 1.230, -0.649], [-0.274, 2.014, -0.624], [-0.229, -1.824, 1.484], [1.233, 0.604, -0.200], [-1.634, -0.751, 1.742], [-0.780, -0.389, -1.399], [1.639, -1.001, 1.053], [0.441, -0.844, 0.411], [-0.054, -0.064, 0.318], [0.844, 1.227, 0.084], [0.142, -0.285, -1.000], [0.985, -0.635, -1.040], [0.005, 0.267, 0.386], [-0.206, 0.431, -0.143], [-0.696, 0.760, -0.556], [-0.436, -0.196, 0.369], [4.055, -0.093, -2.588], [-4.188, -0.117, 1.265], [-0.263, 1.197, -2.401], [0.220, -0.190, 0.542], [1.184, -2.450, -0.364], [-1.730, -0.270, 0.705], [-0.465, 2.126, 1.247], [1.552, -1.735, 0.690], [-0.107, 0.032, 0.035], [-1.212, 0.603, 0.553], [0.786, -0.201, 0.129], [-0.274, 0.086, -0.133], [0.362, 0.023, 0.072], [0.543, 0.268, -0.301], [-0.857, 1.240, 0.307], [0.115, -0.360, -0.198], [0.218, -0.154, 0.121]], "lowdin_spin": [0.715, 0.076, 0.002, 0.000, 0.010, 0.035, 0.001, 0.001, 0.000, 0.000, 0.000, 0.000, 0.000, 0.000, 0.000, 0.000, 0.014, 0.019, 0.002, 0.023, 0.002, 0.013, 0.000, 0.001, 0.000, 0.000, 0.001, 0.004, 0.000, 0.000, 0.005, 0.000, 0.000, 0.000, 0.000, 0.000, 0.000, 0.000, 0.000, 0.000, 0.000, 0.000, 0.000, 0.000, 0.000, 0.000, 0.000, 0.000, 0.000, 0.000, 0.000, 0.000, 0.000, 0.000, 0.000, 0.000, 0.000, 0.000, 0.000, 0.000, 0.000, 0.001, 0.000, 0.000, 0.000, 0.001, 0.000, 0.000, 0.000, 0.000, 0.000, 0.000, 0.000, 0.000, 0.000, 0.000, 0.000, 0.000, 0.000, 0.000, 0.000, 0.000, 0.000, 0.000, 0.000, 0.000, 0.000, 0.000, 0.000, 0.000, 0.000, 0.000, 0.002, 0.042, 0.000, 0.018, 0.006, 0.000, 0.000, 0.000, 0.001, 0.000, 0.001, 0.000, 0.000, 0.000, 0.000, 0.000, 0.000, 0.000, 0.000, 0.000, 0.000, 0.000, 0.000, 0.000, 0.000, 0.000, 0.000, 0.000, 0.000, 0.000, 0.000, 0.000, 0.000, 0.000, 0.000, 0.000, 0.000, 0.000, 0.000, 0.000, 0.000, 0.000, 0.000, 0.000, 0.000, 0.000, 0.000, 0.000, 0.000, 0.000, 0.000], "multiplicity": 2, "total_energy_ha": -21014.115287, "relative_energy_kcal_mol": 5.41, "largest_force_ha_per_bohr": 0.094, "e_lumo_ev": [-3.492, -9.032], "homo_lumo_gap_ev": [8.30, 2.75], "total_charge": 1, "s2": 0.75}